C43H40N2O2P2Sr as an isolated structure, computed with ωB97M-V/def2-TZVPD.

Cartesian coordinates (Å):
Sr (-0.029, -0.145, -0.449)
O (0.309, 2.195, -0.531)
C (0.970, 3.020, -1.265)
C (0.851, 4.417, -1.020)
C (1.569, 5.353, -1.719)
C (2.462, 4.969, -2.729)
C (2.588, 3.631, -3.004)
C (1.871, 2.634, -2.312)
C (2.093, 1.287, -2.798)
N (1.598, 0.177, -2.394)
C (1.936, -1.024, -3.151)
C (1.843, -2.278, -2.282)
N (0.546, -2.351, -1.633)
C (-0.203, -3.367, -1.836)
C (-1.551, -3.594, -1.355)
C (-2.054, -4.891, -1.574)
C (-3.315, -5.275, -1.193)
C (-4.142, -4.316, -0.590)
C (-3.697, -3.036, -0.378)
C (-2.386, -2.612, -0.731)
O (-2.022, -1.407, -0.449)
H (0.160, 4.713, -0.240)
H (1.439, 6.404, -1.486)
H (3.028, 5.705, -3.282)
H (3.265, 3.315, -3.792)
H (2.788, 1.256, -3.648)
H (2.944, -0.962, -3.579)
H (1.231, -1.131, -3.982)
H (2.621, -2.232, -1.511)
H (2.048, -3.156, -2.908)
H (0.190, -4.190, -2.449)
H (-1.404, -5.612, -2.060)
H (-3.666, -6.283, -1.366)
H (-5.149, -4.584, -0.291)
H (-4.336, -2.293, 0.082)
C (0.690, 1.746, 2.912)
C (2.182, 1.962, 2.631)
P (2.807, 0.827, 1.315)
C (4.477, 1.487, 0.961)
C (5.476, 0.583, 0.590)
C (6.735, 1.026, 0.221)
C (7.018, 2.386, 0.207)
C (6.031, 3.292, 0.558)
C (4.768, 2.848, 0.928)
C (3.224, -0.694, 2.263)
C (2.690, -1.902, 1.814)
C (2.864, -3.079, 2.528)
C (3.600, -3.058, 3.702)
C (4.169, -1.870, 4.145)
C (3.984, -0.697, 3.431)
C (0.367, 0.295, 3.267)
P (-1.401, -0.083, 3.645)
C (-1.502, 0.277, 5.439)
C (-2.688, -0.079, 6.085)
C (-2.856, 0.149, 7.440)
C (-1.847, 0.763, 8.171)
C (-0.674, 1.141, 7.538)
C (-0.501, 0.897, 6.181)
C (-1.209, -1.911, 3.664)
C (-0.551, -2.600, 4.682)
C (-0.334, -3.965, 4.574)
C (-0.761, -4.654, 3.444)
C (-1.416, -3.977, 2.426)
C (-1.647, -2.611, 2.542)
H (0.122, 2.043, 2.025)
H (0.375, 2.414, 3.718)
H (2.780, 1.854, 3.540)
H (2.323, 2.979, 2.261)
H (5.268, -0.481, 0.603)
H (7.497, 0.309, -0.055)
H (8.001, 2.734, -0.080)
H (6.239, 4.354, 0.541)
H (4.012, 3.580, 1.178)
H (2.127, -1.908, 0.884)
H (2.416, -3.999, 2.176)
H (3.734, -3.968, 4.273)
H (4.755, -1.860, 5.056)
H (4.432, 0.225, 3.784)
H (1.022, -0.088, 4.055)
H (0.580, -0.346, 2.404)
H (-3.483, -0.549, 5.516)
H (-3.778, -0.145, 7.925)
H (-1.979, 0.951, 9.229)
H (0.114, 1.626, 8.101)
H (0.426, 1.197, 5.709)
H (-0.212, -2.069, 5.564)
H (0.172, -4.494, 5.372)
H (-0.588, -5.720, 3.362)
H (-1.757, -4.506, 1.543)
H (-2.158, -2.083, 1.745)

HOMO level in hartree: -0.271
Total energy in eV: -71732.3113
LUMO energy in eV: 0.480

***

C43H40N5O5V as an isolated structure, computed with ωB97M-V/def2-TZVPD.

Cartesian coordinates (Å):
V (0.336, 0.057, 0.143)
O (-0.444, -0.732, 1.289)
C (-1.650, -1.043, 1.844)
C (-2.349, 0.330, 2.017)
C (-2.524, 1.110, 0.742)
C (-3.768, 1.694, 0.508)
C (-3.960, 2.479, -0.614)
C (-2.883, 2.674, -1.457)
C (-1.650, 2.087, -1.168)
C (-0.486, 2.513, -2.036)
C (0.580, 1.432, -2.327)
O (0.880, 0.887, -1.109)
C (0.068, 0.302, -3.229)
C (-1.267, 0.156, -3.581)
C (-1.667, -0.909, -4.371)
C (-0.743, -1.842, -4.805)
C (0.595, -1.694, -4.469)
C (1.001, -0.628, -3.685)
C (1.799, 2.034, -3.020)
C (3.039, 2.013, -2.397)
C (4.165, 2.422, -3.094)
C (4.056, 2.850, -4.406)
C (2.811, 2.898, -5.016)
C (1.685, 2.490, -4.327)
N (-1.492, 1.300, -0.092)
C (-1.530, -1.777, 3.179)
C (-0.319, -2.334, 3.568)
C (-0.236, -3.082, 4.731)
C (-1.365, -3.285, 5.508)
C (-2.578, -2.740, 5.117)
C (-2.660, -1.989, 3.958)
C (-2.362, -2.020, 0.898)
C (-1.695, -3.205, 0.593)
C (-2.271, -4.141, -0.248)
C (-3.530, -3.916, -0.780)
C (-4.200, -2.746, -0.473)
C (-3.618, -1.796, 0.354)
H (-3.313, 0.195, 2.500)
H (-1.721, 0.920, 2.696)
H (-4.577, 1.542, 1.204)
H (-4.916, 2.938, -0.818)
H (-2.982, 3.303, -2.330)
H (-0.848, 2.911, -2.984)
H (0.019, 3.333, -1.512)
H (-2.005, 0.868, -3.248)
H (-2.707, -1.007, -4.640)
H (-1.062, -2.674, -5.414)
H (1.326, -2.408, -4.820)
H (2.048, -0.493, -3.436)
H (3.126, 1.650, -1.376)
H (5.131, 2.385, -2.614)
H (4.939, 3.138, -4.955)
H (2.721, 3.230, -6.037)
H (0.720, 2.495, -4.812)
H (0.560, -2.204, 2.941)
H (0.709, -3.516, 5.020)
H (-1.305, -3.882, 6.404)
H (-3.466, -2.909, 5.707)
H (-3.614, -1.593, 3.648)
H (-0.722, -3.400, 1.032)
H (-1.736, -5.051, -0.477)
H (-3.986, -4.649, -1.430)
H (-5.187, -2.565, -0.872)
H (-4.169, -0.896, 0.576)
C (4.026, -2.342, -0.179)
C (2.669, -1.754, -0.130)
N (2.333, -0.736, 0.590)
O (3.349, -0.072, 1.243)
C (1.558, -2.290, -0.910)
C (1.596, -3.565, -1.685)
N (0.560, -1.507, -0.807)
O (-0.570, -1.300, -1.188)
H (4.730, -1.725, 0.375)
H (4.370, -2.457, -1.205)
H (3.992, -3.338, 0.266)
H (3.000, 0.279, 2.079)
H (1.739, -4.409, -1.009)
H (2.419, -3.570, -2.399)
H (0.657, -3.692, -2.219)
N (2.228, 5.327, 4.665)
C (1.302, 4.359, 4.671)
O (0.418, 4.239, 5.484)
C (1.350, 3.356, 3.536)
C (1.462, 3.681, 2.188)
C (1.237, 2.698, 1.235)
N (0.930, 1.437, 1.536)
C (0.899, 1.108, 2.836)
C (1.081, 2.025, 3.851)
H (2.231, 5.981, 5.435)
H (3.005, 5.341, 4.027)
H (1.685, 4.688, 1.870)
H (1.313, 2.931, 0.181)
H (0.696, 0.071, 3.078)
H (0.984, 1.727, 4.885)

HOMO level in hartree: -0.495
Total energy in eV: -88601.2339
Total charge: +2
ΔE to the lowest compared entry with this formula, charge and spin in kJ/mol: 7.7
LUMO energy in eV: -6.354

***

C43H41FeN4OPS as an isolated structure, computed with ωB97M-V/def2-TZVPD.

Cartesian coordinates (Å):
Fe (-1.129, -1.287, 0.516)
C (-2.174, -3.158, -1.442)
C (-2.884, -1.845, -1.749)
N (-2.864, -1.003, -0.516)
C (-2.898, 0.452, -0.794)
C (-1.511, 1.045, -0.924)
C (-1.209, 2.319, -1.446)
C (0.104, 2.595, -1.694)
C (1.145, 1.582, -1.432)
C (0.792, 0.828, -0.143)
C (1.725, -0.359, 0.259)
N (0.983, -1.617, 0.571)
C (1.380, -2.777, -0.280)
C (0.177, -3.671, -0.557)
N (-0.912, -2.744, -0.831)
N (-0.507, 0.206, -0.617)
H (-2.015, -3.723, -2.366)
H (-2.764, -3.780, -0.768)
H (-3.909, -1.998, -2.092)
H (-2.329, -1.316, -2.521)
H (-3.644, -1.273, 0.073)
H (-3.352, 0.936, 0.073)
H (-3.512, 0.722, -1.661)
H (-1.991, 3.028, -1.682)
H (0.373, 3.541, -2.151)
H (2.161, 1.967, -1.481)
H (2.292, -0.069, 1.139)
H (2.441, -0.547, -0.542)
H (1.118, -1.861, 1.546)
H (2.189, -3.335, 0.193)
H (1.750, -2.377, -1.223)
H (-0.046, -4.301, 0.300)
H (0.383, -4.321, -1.415)
H (-0.536, -2.066, -1.508)
C (-4.152, 3.941, 2.996)
C (-2.780, 4.081, 3.134)
C (-1.938, 3.003, 2.888)
C (-2.463, 1.775, 2.493)
C (-3.848, 1.644, 2.370)
C (-4.689, 2.716, 2.619)
P (-1.434, 0.288, 2.254)
C (0.234, 0.966, 2.334)
C (1.101, 0.757, 3.366)
C (2.384, 1.345, 3.388)
C (2.756, 2.246, 2.363)
C (1.940, 2.480, 1.307)
C (0.642, 1.754, 1.113)
C (-1.665, -0.709, 3.717)
C (-1.815, -0.204, 4.983)
C (-1.928, -1.087, 6.073)
C (-1.923, -2.436, 5.851)
C (-1.837, -2.976, 4.544)
C (-1.964, -4.368, 4.317)
C (-2.016, -4.819, 3.035)
C (-1.887, -3.922, 1.945)
C (-1.667, -2.564, 2.061)
C (-1.689, -2.105, 3.436)
H (-4.805, 4.780, 3.194)
H (-2.360, 5.029, 3.443)
H (-0.869, 3.123, 3.021)
H (-4.283, 0.681, 2.116)
H (-5.760, 2.595, 2.528)
H (0.787, 0.149, 4.207)
H (3.048, 1.162, 4.221)
H (3.697, 2.776, 2.440)
H (2.223, 3.211, 0.558)
H (-0.133, 2.491, 0.870)
H (-1.843, 0.868, 5.149)
H (-2.027, -0.696, 7.077)
H (-2.024, -3.121, 6.685)
H (-2.054, -5.043, 5.159)
H (-2.151, -5.876, 2.837)
H (-1.976, -4.374, 0.963)
C (7.048, 2.405, -7.012)
C (5.925, 1.865, -6.164)
O (5.847, 2.000, -4.976)
S (4.688, 1.012, -7.150)
C (3.485, 0.715, -5.891)
C (2.354, 1.520, -5.803)
C (1.491, 1.390, -4.729)
C (1.744, 0.454, -3.731)
C (2.844, -0.388, -3.854)
C (3.709, -0.262, -4.928)
C (0.922, 0.442, -2.499)
C (-0.023, -0.403, -2.158)
H (7.952, 2.462, -6.411)
H (6.772, 3.409, -7.337)
H (7.214, 1.794, -7.899)
H (2.158, 2.253, -6.575)
H (0.614, 2.023, -4.662)
H (3.031, -1.140, -3.097)
H (4.572, -0.907, -5.013)

HOMO level (spin up / spin down) in hartree: -0.356 / -0.356
Total energy in eV: -107765.8193
<S²>: 0.79
Total charge: +1
Spin multiplicity: 2
ΔE to the lowest compared entry with this formula, charge and spin in kJ/mol: 392.5
LUMO energy (spin up / spin down) in eV: -4.473 / -4.439

***

Repeat the first record exactly.
C43H40N2O2P2Sr as an isolated structure, computed with ωB97M-V/def2-TZVPD.

Cartesian coordinates (Å):
Sr (-0.029, -0.145, -0.449)
O (0.309, 2.195, -0.531)
C (0.970, 3.020, -1.265)
C (0.851, 4.417, -1.020)
C (1.569, 5.353, -1.719)
C (2.462, 4.969, -2.729)
C (2.588, 3.631, -3.004)
C (1.871, 2.634, -2.312)
C (2.093, 1.287, -2.798)
N (1.598, 0.177, -2.394)
C (1.936, -1.024, -3.151)
C (1.843, -2.278, -2.282)
N (0.546, -2.351, -1.633)
C (-0.203, -3.367, -1.836)
C (-1.551, -3.594, -1.355)
C (-2.054, -4.891, -1.574)
C (-3.315, -5.275, -1.193)
C (-4.142, -4.316, -0.590)
C (-3.697, -3.036, -0.378)
C (-2.386, -2.612, -0.731)
O (-2.022, -1.407, -0.449)
H (0.160, 4.713, -0.240)
H (1.439, 6.404, -1.486)
H (3.028, 5.705, -3.282)
H (3.265, 3.315, -3.792)
H (2.788, 1.256, -3.648)
H (2.944, -0.962, -3.579)
H (1.231, -1.131, -3.982)
H (2.621, -2.232, -1.511)
H (2.048, -3.156, -2.908)
H (0.190, -4.190, -2.449)
H (-1.404, -5.612, -2.060)
H (-3.666, -6.283, -1.366)
H (-5.149, -4.584, -0.291)
H (-4.336, -2.293, 0.082)
C (0.690, 1.746, 2.912)
C (2.182, 1.962, 2.631)
P (2.807, 0.827, 1.315)
C (4.477, 1.487, 0.961)
C (5.476, 0.583, 0.590)
C (6.735, 1.026, 0.221)
C (7.018, 2.386, 0.207)
C (6.031, 3.292, 0.558)
C (4.768, 2.848, 0.928)
C (3.224, -0.694, 2.263)
C (2.690, -1.902, 1.814)
C (2.864, -3.079, 2.528)
C (3.600, -3.058, 3.702)
C (4.169, -1.870, 4.145)
C (3.984, -0.697, 3.431)
C (0.367, 0.295, 3.267)
P (-1.401, -0.083, 3.645)
C (-1.502, 0.277, 5.439)
C (-2.688, -0.079, 6.085)
C (-2.856, 0.149, 7.440)
C (-1.847, 0.763, 8.171)
C (-0.674, 1.141, 7.538)
C (-0.501, 0.897, 6.181)
C (-1.209, -1.911, 3.664)
C (-0.551, -2.600, 4.682)
C (-0.334, -3.965, 4.574)
C (-0.761, -4.654, 3.444)
C (-1.416, -3.977, 2.426)
C (-1.647, -2.611, 2.542)
H (0.122, 2.043, 2.025)
H (0.375, 2.414, 3.718)
H (2.780, 1.854, 3.540)
H (2.323, 2.979, 2.261)
H (5.268, -0.481, 0.603)
H (7.497, 0.309, -0.055)
H (8.001, 2.734, -0.080)
H (6.239, 4.354, 0.541)
H (4.012, 3.580, 1.178)
H (2.127, -1.908, 0.884)
H (2.416, -3.999, 2.176)
H (3.734, -3.968, 4.273)
H (4.755, -1.860, 5.056)
H (4.432, 0.225, 3.784)
H (1.022, -0.088, 4.055)
H (0.580, -0.346, 2.404)
H (-3.483, -0.549, 5.516)
H (-3.778, -0.145, 7.925)
H (-1.979, 0.951, 9.229)
H (0.114, 1.626, 8.101)
H (0.426, 1.197, 5.709)
H (-0.212, -2.069, 5.564)
H (0.172, -4.494, 5.372)
H (-0.588, -5.720, 3.362)
H (-1.757, -4.506, 1.543)
H (-2.158, -2.083, 1.745)

HOMO level in hartree: -0.271
Total energy in eV: -71732.3113
LUMO energy in eV: 0.480

***

- Among the records above, which one has the lowest total energy?
  C43H41FeN4OPS

***

- The lowest total energy belongs to which entry?
  C43H41FeN4OPS

***

- The highest total energy belongs to which entry?
  C43H40N2O2P2Sr